[1]
DFT (the ωB97M-V functional and the def2-TZVPD basis) results for a cluster of 6 separate species, C22H56B3NO9S2 in total.

Calculated values
* energy relative to the best compared isomer or geometry (same formula, charge and spin): 0.000 eV
* SMILES: CCN(CC)C(=S)SCCCB1OBOB(CCCOC)O1.CCO.CCO.CCO.CCO.CCO

Each line ends with the Löwdin charge.
CARTESIAN COORDINATES (ANGSTROEM)
1 C 3.298 1.940 -2.041  -0.080
2 C 4.062 1.583 -0.762  -0.239
3 N 3.728 2.447 0.390  -0.204
4 C 4.484 3.707 0.424  -0.266
5 C 5.989 3.470 0.496  -0.078
6 C 2.399 2.533 0.714  -1.049
7 S 1.609 3.914 1.147  0.673
8 S 1.595 0.944 0.627  0.946
9 C 0.171 1.168 1.713  -0.488
10 C -1.161 1.408 0.993  -0.240
11 C -1.970 0.114 0.719  -0.056
12 B -3.498 0.237 1.005  -0.511
13 O -4.183 -0.676 1.809  0.253
14 B -5.308 -1.209 1.212  -0.317
15 O -5.857 -0.521 0.147  0.249
16 B -5.605 0.851 0.170  -0.511
17 C -6.743 1.911 0.046  -0.047
18 C -6.424 3.085 -0.898  -0.171
19 C -7.116 4.378 -0.511  -0.251
20 O -8.490 4.266 -0.829  -0.189
21 C -9.193 5.491 -0.880  -0.109
22 O -4.286 1.212 0.407  0.300
23 H 3.898 1.659 -2.909  0.055
24 H 3.093 3.011 -2.098  0.084
25 H 2.352 1.405 -2.115  0.057
26 H 5.130 1.643 -0.952  0.078
27 H 3.865 0.546 -0.481  0.093
28 H 4.153 4.252 1.303  0.070
29 H 4.228 4.318 -0.451  0.116
30 H 6.216 2.639 1.165  0.087
31 H 6.435 3.267 -0.476  0.047
32 H 6.468 4.366 0.894  0.074
33 H 0.141 0.240 2.289  0.074
34 H 0.395 1.980 2.401  0.033
35 H -0.955 1.907 0.045  0.103
36 H -1.747 2.124 1.576  0.112
37 H -1.889 -0.154 -0.343  0.122
38 H -1.559 -0.732 1.273  0.102
39 H -5.794 -2.217 1.606  0.114
40 H -7.664 1.414 -0.260  0.117
41 H -6.919 2.296 1.060  0.127
42 H -6.786 2.828 -1.898  0.123
43 H -5.348 3.261 -0.963  0.115
44 H -6.668 5.235 -1.030  0.119
45 H -7.004 4.547 0.571  0.127
46 H -10.020 5.475 -0.166  0.083
47 H -8.547 6.339 -0.639  0.082
48 H -9.601 5.638 -1.883  0.084
49 C 0.550 -3.708 -1.568  -0.081
50 C 0.034 -3.254 -0.217  -0.310
51 O 0.601 -2.009 0.186  -0.123
52 H 1.636 -3.799 -1.544  0.076
53 H 0.123 -4.674 -1.840  0.076
54 H 0.289 -2.988 -2.348  0.072
55 H 0.303 -3.970 0.554  0.081
56 H -1.061 -3.178 -0.230  0.112
57 H 0.365 -1.346 -0.471  0.042
58 C 7.393 1.137 -4.553  -0.089
59 C 6.986 2.118 -3.476  -0.311
60 O 7.076 1.564 -2.163  -0.096
61 H 6.770 0.245 -4.505  0.078
62 H 7.271 1.579 -5.541  0.067
63 H 8.437 0.835 -4.435  0.074
64 H 5.940 2.400 -3.597  0.091
65 H 7.587 3.032 -3.536  0.114
66 H 7.993 1.326 -1.998  0.089
67 C 0.179 -5.824 4.268  -0.089
68 C 0.394 -5.258 2.879  -0.329
69 O -0.464 -5.880 1.922  -0.091
70 H 0.357 -6.901 4.265  0.076
71 H 0.850 -5.360 4.992  0.078
72 H -0.848 -5.655 4.599  0.056
73 H 1.411 -5.440 2.533  0.114
74 H 0.226 -4.175 2.878  0.107
75 H -1.371 -5.720 2.202  0.084
76 C 2.992 2.742 -5.988  -0.080
77 C 4.393 2.492 -6.513  -0.320
78 O 4.778 1.125 -6.417  -0.089
79 H 2.909 2.422 -4.949  0.054
80 H 2.740 3.802 -6.047  0.078
81 H 2.255 2.187 -6.573  0.076
82 H 5.127 3.043 -5.923  0.101
83 H 4.478 2.837 -7.549  0.110
84 H 4.163 0.602 -6.939  0.083
85 C -3.452 -8.028 7.341  -0.093
86 C -2.278 -7.151 6.953  -0.325
87 O -2.705 -5.924 6.361  -0.093
88 H -4.066 -8.247 6.467  0.076
89 H -3.111 -8.970 7.773  0.074
90 H -4.082 -7.527 8.080  0.072
91 H -1.656 -7.641 6.205  0.104
92 H -1.649 -6.942 7.826  0.110
93 H -3.235 -5.460 7.015  0.080

---

[2]
DFT (the ωB97M-V functional and the def2-TZVPD basis) results for a structure of composition C22H56CaO12SrV.

Calculated values
* net charge: +3

Each line ends with the Löwdin charge.
CARTESIAN COORDINATES (ANGSTROEM)
1 O -8.874 29.567 17.631  -0.198
2 V -9.100 28.047 18.071  1.229
3 O -7.618 27.477 18.280  -0.212
4 Sr -14.409 27.479 15.567  1.711
5 Ca -12.220 23.066 18.565  1.695
6 C -12.955 26.941 19.540  -1.037
7 O -13.840 26.163 19.147  -0.120
8 O -12.658 27.986 18.938  -0.072
9 O -11.912 26.298 19.800  -0.105
10 C -13.800 27.916 25.026  -0.053
11 C -12.564 27.052 25.327  -0.475
12 C -12.897 25.520 25.371  -0.057
13 O -11.644 27.176 24.285  -0.072
14 H -14.205 27.693 24.038  0.071
15 H -13.451 28.948 24.990  0.075
16 H -14.569 27.896 25.799  0.082
17 H -12.063 27.379 26.238  0.143
18 H -12.091 24.839 25.646  0.075
19 H -13.439 25.148 24.502  0.067
20 H -13.598 25.516 26.205  0.074
21 H -11.919 26.645 23.534  0.070
22 C -14.849 32.542 20.984  -0.063
23 C -13.397 33.003 20.872  -0.503
24 C -12.500 32.484 21.990  -0.055
25 O -12.877 32.543 19.641  -0.064
26 H -14.961 31.461 21.069  0.073
27 H -15.407 32.943 20.138  0.075
28 H -15.382 32.984 21.827  0.083
29 H -13.386 34.090 20.954  0.143
30 H -11.508 32.885 21.781  0.082
31 H -12.449 31.396 22.000  0.074
32 H -12.836 32.893 22.943  0.088
33 H -12.906 31.587 19.733  0.067
34 C -14.847 33.881 14.298  -0.045
35 C -14.337 32.523 13.893  -0.551
36 C -13.168 32.656 12.967  -0.064
37 O -13.985 31.707 14.957  -0.075
38 H -15.549 33.772 15.126  0.086
39 H -15.344 34.342 13.445  0.098
40 H -14.098 34.578 14.673  0.094
41 H -15.155 32.023 13.374  0.134
42 H -12.295 33.055 13.485  0.090
43 H -13.362 33.227 12.058  0.096
44 H -12.783 31.707 12.595  0.067
45 H -13.587 32.229 15.658  0.098
46 C -7.380 21.338 22.773  -0.048
47 C -8.207 22.535 22.240  -0.503
48 C -7.315 23.791 22.173  -0.050
49 O -8.699 22.165 21.006  -0.081
50 H -8.068 20.594 23.175  0.079
51 H -6.734 21.622 23.604  0.083
52 H -6.698 20.845 22.080  0.084
53 H -9.064 22.617 22.909  0.138
54 H -6.956 23.994 23.182  0.087
55 H -7.874 24.686 21.900  0.066
56 H -6.427 23.727 21.544  0.086
57 H -7.943 22.262 20.422  0.083
58 C -17.768 20.531 16.921  -0.030
59 C -16.371 20.683 16.359  -0.570
60 C -16.297 20.602 14.843  -0.053
61 O -15.767 21.810 16.805  -0.070
62 H -17.757 20.163 17.947  0.090
63 H -18.269 19.789 16.299  0.095
64 H -18.274 21.495 16.864  0.085
65 H -15.847 19.807 16.742  0.141
66 H -16.893 21.283 14.237  0.083
67 H -16.606 19.613 14.502  0.092
68 H -15.260 20.739 14.537  0.072
69 H -16.378 22.526 16.618  0.085
70 C -13.041 19.338 22.880  -0.057
71 C -14.275 20.029 22.301  -0.476
72 C -15.353 20.333 23.394  -0.030
73 O -13.872 21.275 21.774  -0.101
74 H -13.337 18.436 23.416  0.089
75 H -12.524 19.963 23.608  0.083
76 H -12.276 19.086 22.145  0.072
77 H -14.615 19.387 21.489  0.129
78 H -15.659 19.360 23.779  0.088
79 H -16.197 20.842 22.928  0.078
80 H -15.019 20.927 24.245  0.091
81 H -14.564 21.908 21.977  0.070
82 C -20.063 23.878 22.267  -0.034
83 C -19.290 24.992 21.498  -0.501
84 C -19.299 26.312 22.249  -0.064
85 O -17.945 24.579 21.427  -0.082
86 H -19.520 23.784 23.207  0.084
87 H -19.830 22.966 21.718  0.070
88 H -21.138 24.042 22.333  0.088
89 H -19.663 25.067 20.477  0.127
90 H -18.798 27.086 21.669  0.069
91 H -18.738 26.336 23.183  0.085
92 H -20.333 26.563 22.487  0.085
93 H -17.399 25.127 20.859  0.073

---

[3]
DFT (the ωB97M-V functional and the def2-TZVPD basis) results for a structure of composition C22H57B3ClIO9.

Each line ends with the Löwdin charge.
CARTESIAN COORDINATES (ANGSTROEM)
1 C 4.646 0.130 -0.574  -0.087
2 C 3.746 0.951 -1.488  -0.194
3 C 3.346 2.324 -0.863  -0.216
4 C 3.915 3.552 -1.614  -0.038
5 B 1.798 2.304 -0.806  -0.524
6 O 1.086 1.964 0.356  0.256
7 B 0.343 0.837 0.123  -1.061
8 Cl 0.377 -0.527 1.214  0.819
9 O -0.390 0.743 -1.043  0.153
10 B 0.150 1.384 -2.141  -1.100
11 I -0.239 0.646 -4.092  0.949
12 O 1.010 2.431 -1.956  0.223
13 H 4.800 -0.877 -0.964  0.077
14 H 5.619 0.611 -0.453  0.081
15 H 4.200 0.041 0.419  0.076
16 H 2.865 0.340 -1.732  0.111
17 H 4.236 1.130 -2.447  0.115
18 H 3.723 2.334 0.163  0.135
19 H 4.584 3.242 -2.419  0.076
20 H 4.475 4.200 -0.941  0.078
21 H 3.134 4.156 -2.078  0.077
22 C -4.008 -1.355 1.679  -0.059
23 C -4.088 -0.946 0.217  -0.491
24 C -3.580 -2.038 -0.707  -0.059
25 O -3.361 0.263 -0.011  -0.053
26 H -2.969 -1.562 1.953  0.072
27 H -4.376 -0.555 2.323  0.078
28 H -4.594 -2.255 1.869  0.080
29 H -5.123 -0.699 -0.032  0.138
30 H -2.529 -2.250 -0.488  0.085
31 H -3.641 -1.717 -1.747  0.078
32 H -4.137 -2.968 -0.598  0.077
33 H -2.436 0.057 0.171  0.043
34 C 1.587 -5.523 2.994  -0.062
35 C 2.574 -4.589 2.313  -0.504
36 C 2.733 -3.280 3.067  -0.063
37 O 2.192 -4.346 0.959  -0.058
38 H 0.598 -5.057 3.039  0.081
39 H 1.498 -6.456 2.438  0.079
40 H 1.900 -5.752 4.013  0.079
41 H 3.545 -5.083 2.236  0.137
42 H 1.775 -2.754 3.112  0.064
43 H 3.448 -2.634 2.558  0.076
44 H 3.077 -3.443 4.089  0.080
45 H 1.332 -3.908 0.965  0.078
46 C -5.312 -5.240 -3.997  -0.060
47 C -4.269 -4.183 -3.673  -0.502
48 C -3.422 -3.822 -4.880  -0.052
49 O -3.441 -4.611 -2.588  -0.065
50 H -4.824 -6.159 -4.336  0.081
51 H -5.907 -5.476 -3.116  0.078
52 H -5.980 -4.903 -4.791  0.080
53 H -4.769 -3.288 -3.297  0.126
54 H -2.861 -4.685 -5.245  0.058
55 H -2.698 -3.050 -4.615  0.077
56 H -4.042 -3.450 -5.698  0.085
57 H -2.989 -5.417 -2.866  0.086
58 C -2.100 4.480 2.972  -0.054
59 C -0.792 5.088 3.454  -0.497
60 C 0.021 5.671 2.312  -0.050
61 O -0.025 4.110 4.163  -0.061
62 H -1.900 3.664 2.271  0.077
63 H -2.666 4.075 3.810  0.080
64 H -2.715 5.221 2.460  0.081
65 H -1.000 5.873 4.184  0.126
66 H 0.275 4.880 1.599  0.072
67 H 0.945 6.106 2.691  0.071
68 H -0.532 6.445 1.779  0.084
69 H 0.181 3.402 3.541  0.083
70 C 1.390 8.786 7.199  -0.065
71 C 0.751 7.793 6.242  -0.504
72 C 0.861 6.362 6.738  -0.051
73 O 1.315 7.919 4.934  -0.059
74 H 2.456 8.567 7.310  0.080
75 H 1.289 9.803 6.821  0.078
76 H 0.930 8.732 8.187  0.079
77 H -0.303 8.051 6.108  0.136
78 H 1.912 6.073 6.835  0.086
79 H 0.394 5.677 6.033  0.053
80 H 0.386 6.245 7.714  0.083
81 H 2.250 7.691 4.996  0.088
82 C 1.244 -5.777 -7.425  -0.063
83 C 0.307 -4.734 -6.839  -0.498
84 C 0.926 -4.014 -5.652  -0.056
85 O -0.943 -5.322 -6.474  -0.068
86 H 1.478 -6.537 -6.674  0.081
87 H 0.781 -6.273 -8.277  0.079
88 H 2.182 -5.325 -7.750  0.080
89 H 0.048 -4.006 -7.609  0.138
90 H 1.151 -4.727 -4.853  0.083
91 H 0.239 -3.268 -5.254  0.069
92 H 1.856 -3.518 -5.932  0.080
93 H -0.766 -5.983 -5.794  0.088

---

Per-record E_tot, eV: -67345.162, -93217.633, -64827.242